Record 1
DFT (ωB97M-V with the def2-TZVPD basis set) results for the molecule C8H16N2O2S2 at a distorted geometry.

Properties
LUMO level	0.0187	Eh
orbital gap	9.0	eV
DFT total energy	-1370.75527	Ha
SMILES	[H]/N=C(/N)CCCSC[C@@H](CS)C(=O)O
ΔE to the lowest compared entry with this formula, charge and spin	52.8	kcal/mol

Last column: Mulliken charge in e.
Geometry (Å):
H -2.835 1.610 -0.148  0.280
N -2.687 2.393 0.540  -0.812
C -2.348 2.276 1.766  0.488
N -2.225 3.529 2.435  -0.535
C -2.281 0.954 2.440  -0.627
C -1.157 0.135 2.056  -0.329
C -1.296 -0.365 0.575  -0.829
S -0.020 -1.680 0.342  -0.237
C 1.568 -0.967 -0.247  -0.747
C 2.068 -1.579 -1.591  0.474
C 1.059 -1.577 -2.789  -0.718
S -0.276 -2.848 -3.029  -0.193
C 3.408 -0.960 -2.063  -0.043
O 4.289 -1.649 -2.504  -0.530
O 3.610 0.382 -1.871  -0.448
H -2.241 4.178 1.696  0.314
H -1.438 3.601 3.083  0.238
H -3.264 0.415 2.264  0.286
H -2.183 1.266 3.546  0.229
H -0.215 0.765 2.131  0.228
H -1.039 -0.739 2.715  0.421
H -1.001 0.442 -0.092  0.335
H -2.248 -0.859 0.437  0.450
H 2.322 -1.152 0.545  0.433
H 1.418 0.138 -0.434  0.367
H 2.349 -2.596 -1.224  0.333
H 1.652 -1.711 -3.758  0.395
H 0.530 -0.564 -2.757  0.305
H 0.000 -3.488 -1.883  0.124
H 4.482 0.650 -2.180  0.348

Record 2
DFT (ωB97M-V with the def2-TZVPD basis set) results for a structure of composition C20H28BrClCsF14KN8NaO16PS at a distorted geometry.

Properties
LUMO level	-0.1250	Eh
orbital gap	0.9	eV
DFT total energy	-8373.72952	Ha

Last column: Mulliken charge in e.
Geometry (Å):
N 4.205 -0.455 3.553  -0.742
P 4.839 0.933 3.014  0.480
O 6.486 0.631 2.788  -0.524
O 4.520 2.081 4.259  -0.416
N 3.940 1.382 1.573  0.735
C 2.500 1.174 1.392  0.155
N 1.631 0.634 2.238  0.169
C 0.156 0.493 1.941  -0.842
C -0.516 -0.721 2.731  -0.214
C -1.034 -1.906 1.763  0.314
F -1.081 -3.086 2.597  -0.302
F 0.042 -2.133 0.788  -0.317
C -2.414 -1.537 0.973  0.735
F -1.979 -0.681 -0.157  -0.319
F -3.184 -0.663 1.843  -0.160
C -3.217 -2.779 0.321  -0.066
F -3.512 -3.904 1.230  -0.334
F -2.309 -3.365 -0.703  -0.307
C -4.591 -2.434 -0.452  1.095
F -4.836 -3.564 -1.308  -0.309
F -4.542 -1.319 -1.316  -0.286
C -5.929 -2.284 0.457  0.345
F -5.725 -2.105 1.879  -0.297
F -6.719 -3.528 0.307  -0.295
C -6.925 -1.103 -0.006  0.455
F -6.408 0.175 0.260  -0.155
F -8.057 -1.221 0.847  -0.236
F -7.411 -1.251 -1.303  -0.229
N 2.123 1.713 0.085  -0.542
C 3.288 2.261 -0.551  0.265
Br 3.321 3.153 -2.285  0.036
N 4.310 2.008 0.416  -0.040
C 5.657 2.516 0.034  -1.101
C 5.651 4.123 0.330  -0.491
C 6.674 4.568 1.480  -0.818
S 5.871 5.136 3.043  0.718
O 4.377 5.058 3.046  -0.556
O 6.518 4.415 4.199  -0.520
O 6.288 6.776 3.265  -0.334
H 3.814 -0.303 4.496  0.204
H 6.947 1.425 3.160  0.370
H 3.737 2.593 3.889  0.350
H 1.924 0.285 3.181  0.574
H -0.335 1.462 2.313  0.249
H 0.077 0.352 0.819  0.472
H -1.303 -0.414 3.495  0.608
H 0.326 -1.213 3.347  -0.356
H 6.532 1.979 0.515  0.589
H 5.827 2.437 -1.101  0.354
H 5.871 4.673 -0.657  0.409
H 4.572 4.412 0.597  0.462
H 7.377 3.688 1.678  0.322
H 7.289 5.445 1.062  0.482
H 5.982 6.978 4.189  0.329
C -6.191 1.740 2.925  0.786
O -5.030 1.840 2.493  -0.595
O -6.585 0.845 3.724  -0.552
O -7.140 2.513 2.623  -0.555
Cs -4.403 -3.666 2.953  1.002
F 6.004 1.276 5.435  -0.832
Na 4.859 -1.707 1.730  0.951
K -0.894 -2.896 -1.868  1.021
O 0.165 -5.168 -4.824  -0.648
Cl -0.585 -6.202 -5.510  1.644
O -1.683 -6.632 -4.669  -0.676
O 0.283 -7.325 -5.787  -0.676
O -1.105 -5.672 -6.752  -0.630
O 7.088 9.766 2.546  -0.625
H 6.702 10.103 1.697  0.527
H 8.013 9.433 2.417  0.459
H 6.509 9.073 2.959  0.308
N 1.407 -1.766 5.285  0.898
O 2.165 -2.733 5.438  -0.675
O 1.813 -0.744 4.673  -0.760
O 0.248 -1.802 5.728  -0.595
C -2.858 -2.150 -7.773  -1.099
C -2.731 -0.838 -7.005  -0.412
C -1.330 -0.620 -6.428  -0.327
C -0.998 -1.725 -5.471  0.142
N -0.737 -2.597 -4.729  -0.372
H -2.689 -3.015 -7.126  0.334
H -3.862 -2.249 -8.191  0.320
H -2.141 -2.193 -8.598  0.299
H -3.470 -0.825 -6.198  0.261
H -2.973 -0.008 -7.676  0.311
H -1.283 0.335 -5.900  0.276
H -0.584 -0.602 -7.227  0.294
C -7.848 -4.261 -2.280  -0.105
C -7.624 -4.854 -3.635  0.109
N -7.448 -5.320 -4.699  -0.390
H -7.006 -4.496 -1.626  -0.042
H -7.943 -3.179 -2.361  0.071
H -8.762 -4.666 -1.844  0.390

Record 3
DFT (ωB97M-V with the def2-TZVPD basis set) results for the molecule C4H7NO.

Properties
LUMO level	0.0374	Eh
orbital gap	10.4	eV
DFT total energy	-286.53138	Ha
SMILES	O[C@H]1C[C@H]2N[C@@H]12
ΔE to the lowest compared entry with this formula, charge and spin	62.9	kcal/mol

Last column: Mulliken charge in e.
Geometry (Å):
O 1.856 0.732 0.355  -0.548
C 0.922 0.210 -0.541  -0.153
C 0.296 -1.188 -0.222  -0.608
C -1.022 -0.495 0.072  -0.107
N -0.758 0.538 1.078  -0.598
C -0.466 0.825 -0.351  -0.380
H 1.328 0.912 1.154  0.379
H 1.351 0.249 -1.547  0.387
H 0.781 -1.739 0.587  0.262
H 0.194 -1.803 -1.122  0.287
H -2.005 -0.954 0.017  0.409
H -1.665 0.951 1.299  0.238
H -0.811 1.761 -0.779  0.433

Record 4
DFT (ωB97M-V with the def2-TZVPD basis set) results for a cluster of 18 separate species, C9H55O22P in total.

Properties
LUMO level	-0.0076	Eh
orbital gap	9.0	eV
DFT total energy	-2372.50992	Ha

Last column: Mulliken charge in e.
Geometry (Å):
C 3.620 -4.269 -0.459  -0.669
O 3.992 -2.916 -0.307  -0.373
C 3.171 -2.190 0.600  -0.074
C 3.735 -0.783 0.735  -0.817
C 3.374 0.174 -0.410  -0.817
C 2.021 0.882 -0.295  -0.260
C 0.783 0.025 -0.113  -0.029
O 0.715 -0.475 1.222  -0.348
C -0.620 -0.561 1.660  -0.178
C -1.452 -1.434 0.741  -0.906
O -2.759 -1.510 1.317  0.096
C -3.750 -1.919 0.377  -0.481
P -5.237 -2.448 1.359  0.274
O -6.275 -1.239 0.968  -0.512
O -5.803 -3.592 0.299  -0.451
H 4.440 -4.928 -0.158  0.180
H 3.395 -4.460 -1.519  0.226
H 2.727 -4.519 0.128  0.343
H 3.149 -2.699 1.575  0.318
H 2.137 -2.177 0.237  0.023
H 4.823 -0.894 0.786  0.471
H 3.403 -0.352 1.685  0.407
H 4.135 0.959 -0.455  0.130
H 3.424 -0.372 -1.361  0.386
H 1.850 1.447 -1.221  0.018
H 2.036 1.596 0.537  0.227
H -0.115 0.643 -0.281  0.347
H 0.754 -0.800 -0.844  0.064
H -0.634 -0.959 2.678  0.391
H -1.057 0.452 1.688  0.112
H -1.542 -1.009 -0.270  0.535
H -1.025 -2.436 0.627  0.497
H -3.964 -1.101 -0.332  0.164
H -3.420 -2.785 -0.212  0.341
H -5.941 -0.491 0.461  0.351
H -5.927 -4.407 0.798  0.327
O -2.576 1.543 -0.214  -0.612
H -3.518 1.749 -0.283  0.220
H -2.554 0.639 0.122  0.265
O -4.212 0.817 3.145  -0.689
H -3.878 1.417 2.463  0.347
H -4.136 -0.077 2.798  0.237
O -0.989 3.596 1.130  -0.637
H -0.036 3.646 0.964  0.379
H -1.312 2.831 0.625  0.301
O 6.501 -6.074 -0.863  -0.606
H 6.723 -5.775 -1.750  0.306
H 7.300 -6.496 -0.534  0.301
O -4.206 3.318 1.566  -0.624
H -4.734 3.996 1.136  0.263
H -3.301 3.665 1.562  0.363
O -0.127 -3.319 -1.641  -0.549
H -0.697 -4.088 -1.745  0.277
H 0.722 -3.583 -2.011  0.276
O 1.610 1.134 -3.729  -0.615
H 1.508 1.901 -4.308  0.302
H 0.721 0.909 -3.439  0.316
O 2.011 3.229 -5.759  -0.638
H 1.496 4.010 -5.990  0.333
H 2.885 3.357 -6.139  0.274
O -3.924 -6.698 -0.044  -0.611
H -4.831 -6.387 -0.106  0.308
H -3.975 -7.537 0.423  0.315
O 1.165 4.208 -0.359  -0.631
H 2.124 4.143 -0.310  0.300
H 0.932 3.699 -1.144  0.278
O -3.128 -2.109 4.315  -0.644
H -3.205 -1.361 4.915  0.312
H -2.977 -1.733 3.439  0.263
O 5.562 3.042 -0.103  -0.597
H 5.799 3.153 -1.029  0.275
H 6.396 2.893 0.354  0.278
O -2.235 3.213 3.959  -0.629
H -2.769 2.410 3.993  0.344
H -1.532 3.010 3.330  0.308
O -0.641 2.358 -6.786  -0.647
H -0.613 2.445 -7.743  0.313
H 0.269 2.190 -6.517  0.350
O -5.136 0.831 -1.882  -0.602
H -4.616 1.310 -2.536  0.312
H -5.194 -0.065 -2.228  0.304
O 3.795 3.284 2.319  -0.596
H 4.103 3.366 1.407  0.328
H 4.595 3.155 2.836  0.265
O 2.495 5.732 3.446  -0.651
H 1.636 5.661 3.870  0.311
H 2.539 4.989 2.829  0.343